Entry 1:
{
  "formula": "C34H26AuClN2",
  "method": "the ωB97M-V functional and the def2-TZVPD basis",
  "symbols": ["Au", "C", "C", "C", "C", "N", "C", "C", "C", "C", "C", "C", "N", "H", "H", "H", "H", "H", "H", "H", "H", "C", "C", "C", "C", "C", "C", "C", "C", "C", "C", "H", "H", "H", "H", "H", "H", "H", "C", "C", "C", "C", "C", "C", "C", "H", "H", "H", "H", "H", "Cl", "C", "C", "C", "C", "C", "C", "C", "H", "H", "H", "H", "H", "H"],
  "xyz": [[-1.003, 1.569, -2.138], [-1.631, -3.376, 0.374], [-0.671, -3.618, 1.344], [0.374, -2.724, 1.473], [0.451, -1.595, 0.644], [-0.470, -1.384, -0.296], [-1.471, -2.249, -0.417], [2.655, -0.737, -0.012], [3.937, -0.122, 0.219], [4.956, -0.271, -0.680], [4.771, -1.037, -1.838], [3.543, -1.673, -1.949], [2.534, -1.570, -1.102], [-2.473, -4.041, 0.221], [-0.736, -4.488, 1.990], [1.145, -2.868, 2.220], [-2.188, -2.030, -1.205], [4.117, 0.414, 1.138], [5.916, 0.195, -0.476], [5.540, -1.160, -2.589], [3.369, -2.332, -2.801], [-2.860, 1.247, 3.206], [-2.834, 0.444, 2.043], [-2.263, 0.920, 0.896], [-1.678, 2.211, 0.828], [-1.063, 2.674, -0.386], [-0.493, 3.932, -0.325], [-0.513, 4.734, 0.838], [-1.110, 4.291, 1.983], [-1.705, 3.008, 2.004], [-2.310, 2.496, 3.181], [-3.305, 0.864, 4.119], [-3.253, -0.556, 2.065], [-2.218, 0.312, -0.001], [-0.001, 4.334, -1.205], [-0.033, 5.709, 0.823], [-1.107, 4.889, 2.889], [-2.307, 3.115, 4.074], [1.556, -0.619, 0.843], [1.407, 0.286, 1.955], [0.468, 0.040, 2.994], [0.349, 0.858, 4.102], [1.128, 2.001, 4.249], [1.986, 2.321, 3.203], [2.114, 1.507, 2.093], [-0.199, -0.809, 2.919], [-0.391, 0.605, 4.855], [1.023, 2.648, 5.112], [2.544, 3.253, 3.229], [2.723, 1.861, 1.273], [-3.532, -0.129, -5.111], [-2.321, -1.262, -4.520], [-2.658, -2.609, -4.553], [-1.749, -3.557, -4.117], [-0.515, -3.123, -3.632], [-0.209, -1.780, -3.586], [-1.093, -0.782, -4.049], [-0.700, 0.633, -4.017], [-3.632, -2.897, -4.929], [-2.003, -4.610, -4.140], [0.201, -3.838, -3.244], [0.719, -1.453, -3.128], [-1.210, 1.215, -4.785], [0.382, 0.712, -4.166]],
  "atomic_forces_ev_per_a": [[0.2072, 0.2134, -0.0051], [-0.0400, 0.0439, -0.0957], [0.0725, 0.0147, 0.0679], [0.0368, -0.1067, 0.0105], [0.0814, -0.1906, 0.0311], [-0.0418, 0.0077, -0.0318], [-0.0292, -0.0776, -0.1181], [0.2764, 0.0878, -0.1519], [-0.0301, -0.0350, 0.0291], [0.0217, 0.0002, -0.0254], [0.0049, -0.0129, -0.0131], [0.0060, -0.0420, -0.0008], [0.0514, -0.0182, -0.0246], [-0.0028, 0.0069, -0.0024], [0.0018, -0.0016, -0.0023], [0.0004, -0.0050, -0.0129], [-0.0175, 0.0115, -0.0271], [-0.0316, 0.0316, 0.0081], [0.0006, 0.0055, -0.0028], [0.0020, -0.0036, 0.0005], [-0.0408, -0.0063, -0.0030], [-0.0814, 0.0343, -0.0942], [-0.0446, 0.0583, 0.0547], [-0.0703, 0.0213, -0.0920], [0.0450, 0.0211, 0.0864], [-0.1837, -0.0658, -0.0104], [-0.0329, 0.0173, -0.0095], [0.0604, -0.0161, -0.0323], [0.0233, -0.0303, 0.0510], [-0.0042, -0.0447, 0.0425], [-0.0692, 0.0023, -0.0339], [0.0079, -0.0067, 0.0089], [0.0058, -0.0216, -0.0046], [-0.0149, 0.0901, 0.0842], [-0.0003, 0.0018, -0.0122], [-0.0086, 0.0106, -0.0071], [-0.0159, 0.0119, 0.0061], [0.0107, -0.0097, 0.0028], [-0.2916, -0.0035, 0.1520], [0.0098, 0.1222, 0.2427], [0.0287, -0.0535, -0.0023], [0.0637, -0.0174, 0.0178], [0.0071, -0.0460, -0.0490], [-0.0089, 0.0684, -0.0006], [0.0164, 0.0086, -0.0936], [0.0624, 0.0519, 0.0234], [0.0236, 0.0090, -0.0052], [-0.0041, 0.0102, 0.0038], [0.0006, -0.0071, 0.0096], [0.0154, -0.0485, -0.0010], [0.0319, -0.0071, 0.0100], [-0.0372, -0.0196, 0.0079], [0.0194, 0.0198, -0.0168], [-0.0078, 0.0019, -0.0199], [-0.0069, -0.0101, 0.1055], [-0.0052, 0.0269, 0.0486], [0.0369, 0.0236, -0.0876], [-0.0869, -0.0624, 0.0216], [0.0014, -0.0027, 0.0043], [0.0026, 0.0041, 0.0066], [0.0017, 0.0021, 0.0050], [0.0131, -0.0420, -0.0250], [-0.0269, -0.0091, -0.0235], [-0.0154, -0.0173, -0.0048]],
  "mulliken_charge": [-0.055, -1.063, -0.576, -0.216, -0.393, 0.524, -0.321, 0.739, -1.146, -0.339, -0.884, -0.078, -0.231, 0.419, 0.380, 0.476, 0.530, 0.560, 0.389, 0.344, 0.338, -0.386, -0.592, -0.426, 1.041, -0.368, -0.518, -0.678, -0.943, 1.342, -0.783, 0.372, 0.356, 0.211, 0.298, 0.336, 0.277, 0.280, -0.475, 1.187, -0.335, -0.695, -0.602, -0.834, -0.362, 0.112, 0.343, 0.384, 0.283, 0.609, -0.302, 0.668, -0.588, -0.528, -0.363, -0.019, 0.274, -1.983, 0.376, 0.335, 0.356, 0.071, 0.466, 0.405],
  "e_lumo_ev": 4.80,
  "charge": -2,
  "orbital_gap_ev": 5.03,
  "homo_ev": -0.233
}

***

Entry 2:
{
  "formula": "C34H26AuN3P2S2",
  "method": "the ωB97M-V functional and the def2-TZVPD basis",
  "symbols": ["Au", "C", "P", "C", "C", "C", "C", "C", "C", "C", "C", "C", "C", "C", "C", "C", "C", "C", "C", "C", "P", "C", "C", "C", "C", "C", "C", "C", "C", "C", "C", "C", "C", "N", "H", "H", "H", "H", "H", "H", "H", "H", "H", "H", "H", "H", "H", "H", "H", "H", "H", "H", "H", "H", "H", "H", "H", "H", "H", "H", "S", "C", "S", "C", "C", "N", "C", "N"],
  "xyz": [[-0.282, -0.311, -0.190], [2.472, -0.825, 1.685], [1.837, -1.432, 0.057], [1.742, -3.226, 0.284], [2.643, -3.938, 1.071], [2.443, -5.288, 1.284], [1.345, -5.926, 0.732], [0.463, -5.227, -0.076], [0.668, -3.881, -0.310], [3.165, -1.201, -1.162], [2.833, -0.640, -2.390], [3.814, -0.454, -3.348], [5.119, -0.832, -3.084], [5.447, -1.407, -1.866], [4.473, -1.594, -0.903], [1.562, 0.232, 2.227], [1.683, 1.065, 3.325], [0.493, 1.814, 3.402], [-0.310, 1.402, 2.355], [-1.686, 1.745, 1.876], [-1.560, 1.739, 0.039], [-0.943, 3.421, -0.243], [-1.819, 4.503, -0.268], [-1.312, 5.786, -0.361], [0.056, 5.992, -0.431], [0.925, 4.914, -0.409], [0.428, 3.625, -0.317], [-3.174, 1.688, -0.752], [-3.165, 1.999, -2.114], [-4.300, 1.813, -2.875], [-5.447, 1.302, -2.284], [-5.452, 0.975, -0.938], [-4.316, 1.152, -0.166], [0.355, 0.441, 1.668], [3.497, -0.453, 1.568], [2.476, -1.672, 2.383], [3.490, -3.446, 1.528], [3.145, -5.837, 1.894], [1.181, -6.974, 0.934], [-0.390, -5.725, -0.510], [-0.006, -3.318, -0.945], [1.805, -0.358, -2.585], [3.558, -0.021, -4.304], [5.884, -0.689, -3.832], [6.461, -1.717, -1.668], [4.727, -2.048, 0.043], [2.528, 1.108, 3.985], [0.251, 2.554, 4.139], [-2.032, 2.722, 2.228], [-2.401, 0.970, 2.183], [-2.886, 4.334, -0.207], [-1.988, 6.629, -0.362], [0.444, 6.998, -0.498], [1.989, 5.078, -0.455], [1.091, 2.770, -0.296], [-2.251, 2.371, -2.562], [-4.285, 2.050, -3.928], [-6.335, 1.159, -2.877], [-6.342, 0.564, -0.487], [-4.315, 0.870, 0.878], [-2.885, -1.894, -1.139], [-2.183, -1.538, 0.365], [-1.422, -1.120, -2.317], [-2.444, -2.171, 1.538], [-1.917, -1.699, 2.759], [-1.539, -1.299, 3.766], [-3.233, -3.338, 1.622], [-3.876, -4.288, 1.643]],
  "atomic_forces_ev_per_a": [[-0.0715, 0.1201, 0.4535], [-0.0702, 0.1279, 0.1597], [0.0613, -0.1940, 0.0880], [-0.3802, 0.1655, -0.1251], [-0.0392, 0.0897, -0.0598], [0.1359, -0.0285, 0.0535], [-0.0127, -0.0914, -0.0391], [-0.0191, -0.1767, -0.0172], [0.0287, 0.1709, -0.0109], [-0.4551, 0.2545, -0.0427], [0.0069, -0.0343, 0.1497], [0.0418, 0.0127, -0.1353], [-0.0158, -0.0023, -0.0684], [0.0610, -0.0528, 0.0522], [-0.1110, 0.0476, 0.0033], [0.9141, -0.0343, 0.3091], [0.0971, -0.2991, -0.4265], [-0.3424, -0.0200, -0.3206], [-0.4724, 0.5347, 0.2124], [-0.0971, -0.1581, 0.0374], [-0.2862, 0.3026, 0.3003], [0.1606, -0.3171, -0.2376], [0.0322, -0.1149, 0.0209], [-0.1122, 0.0733, 0.0392], [0.0361, -0.0007, -0.0016], [0.0952, 0.0839, 0.0173], [-0.1104, -0.0584, -0.0068], [0.2392, -0.2179, -0.1583], [0.0796, 0.0138, 0.1936], [-0.0830, 0.0109, -0.0573], [0.0835, 0.0496, 0.0646], [-0.1518, 0.0049, 0.0102], [0.1637, 0.1865, 0.0508], [-0.5094, -0.6434, -1.5104], [-0.1544, -0.1222, 0.0044], [0.1271, 0.0651, -0.2526], [0.0441, 0.0271, 0.0624], [0.0110, -0.0705, 0.0649], [-0.0332, -0.0804, -0.0107], [-0.0779, -0.0357, -0.0393], [-0.1302, -0.0403, 0.0329], [-0.0208, 0.0532, -0.0261], [-0.0195, 0.0412, -0.0647], [0.0641, 0.0211, -0.0672], [0.1202, -0.0115, 0.0182], [0.0828, -0.0471, 0.1073], [0.1040, 0.0083, 0.1441], [-0.1351, 0.1406, 0.1476], [0.0427, -0.1727, -0.0830], [0.0462, 0.0914, 0.0308], [-0.0460, 0.0394, -0.0158], [-0.0486, 0.0679, -0.0398], [0.0488, 0.0740, -0.0103], [0.1405, 0.0137, -0.0229], [0.0972, -0.0204, 0.0120], [-0.0474, 0.0166, -0.0879], [-0.0232, 0.0220, -0.0759], [-0.1410, -0.0561, -0.0727], [-0.0904, -0.0418, 0.0489], [-0.0218, -0.0322, 0.0242], [-0.9634, -1.0873, 0.6810], [0.8948, 0.4037, -0.0493], [1.8145, 1.1919, 0.5613], [-0.2854, 0.1036, -0.6801], [0.3028, 0.1713, 0.2821], [0.2168, 0.1609, 0.4158], [-0.5400, -0.1675, -0.0272], [-0.2764, -0.5323, -0.0103]],
  "mulliken_charge": [2.146, -0.733, -0.150, 0.540, -0.266, -0.759, -0.453, -0.841, -0.183, 0.622, -0.232, -0.667, -0.493, -0.737, -0.314, -0.483, -0.919, -1.194, 0.220, -1.005, 0.793, 0.625, -0.496, -0.657, -0.533, -0.632, -0.426, 0.369, -0.515, -0.708, -0.486, -0.686, -0.341, 0.355, 0.541, 0.367, 0.258, 0.406, 0.390, 0.448, 0.311, 0.248, 0.422, 0.382, 0.418, 0.268, 0.528, 0.558, 0.492, 0.423, 0.442, 0.412, 0.388, 0.431, 0.336, 0.382, 0.404, 0.405, 0.427, 0.375, -0.169, 0.907, -0.289, 0.019, -0.163, -0.574, -0.360, -0.595],
  "e_lumo_ev": [-1.82, -1.82],
  "orbital_gap_ev": [5.39, 5.38],
  "homo_ev": [-7.207, -7.205]
}